[1]
Molecular formula: C3H3FO
Method: DFT, ωB97M-V/def2-TZVPD

Frontier orbital gap: 9.30 eV
Total energy: -7921.2010 eV
Energy above the lowest of the compared OMol25 structures with the same formula, charge and spin: 48.27 kcal per mole
LUMO level: 0.46 eV
HOMO: -8.84 eV

Positions of all 8 atoms, in Å:
F1 0.0620 2.2120 -0.2105
O1 2.7416 0.0474 0.0755
C1 0.2234 0.9628 0.4546
C2 0.2287 -0.2683 -0.4057
C3 1.5557 0.0876 -0.0714
H1 -0.2927 -1.1355 -0.1839
H2 -0.1695 -0.1865 -1.3597
H3 0.0463 0.9058 1.5812



[2]
Molecular formula: C3H3FO
Method: DFT, ωB97M-V/def2-TZVPD

Frontier orbital gap: 10.03 eV
Total energy: -7921.6756 eV
Energy above the lowest of the compared OMol25 structures with the same formula, charge and spin: 37.32 kcal per mole
LUMO level: 0.26 eV
HOMO: -9.77 eV

Positions of all 8 atoms, in Å:
F1 -1.0606 -1.4614 -0.1785
O1 -1.0461 1.6795 0.8808
C1 -0.2059 -0.6667 0.4842
C2 0.5011 0.3096 -0.4989
C3 -0.3614 0.8241 0.4233
H1 1.5765 0.3396 -0.5621
H2 0.1775 0.2575 -1.6167
H3 0.4189 -1.2822 1.0679



Q: The highest LUMO level belongs to which entry?
A: number 1